The following is a DFT calculation (wB97M-V/def2-TZVPD) of a 10-piece molecular cluster, C60H144F8N7O19P3S8 overall.

```
249
Properties=species:S:1:pos:R:3:lowdin_charge:R:1
H 5.02 -8.50 3.03 0.14
H -9.44 1.69 4.49 0.09
H -2.51 -3.63 -4.58 0.16
H 7.52 -6.09 2.80 0.16
C -10.79 2.45 0.56 -0.08
O -5.95 2.59 -5.32 -0.29
H 5.87 -6.58 4.63 0.16
H -5.62 -2.60 1.64 0.11
H 0.42 6.76 2.43 0.17
C -5.07 -0.13 -0.77 -0.24
H -8.16 2.36 2.49 0.08
H -5.30 -0.20 -1.84 0.08
H -6.02 0.61 3.50 0.10
H -1.34 -0.74 2.78 0.05
H -0.31 1.34 4.18 0.07
P 0.55 -1.46 3.88 1.08
H 6.29 2.15 0.30 0.10
O -1.79 1.40 -5.83 -0.24
C -1.13 0.70 4.49 -0.19
C 4.76 2.22 -2.12 -0.27
O 5.52 -5.37 -2.18 -0.28
H -2.45 4.80 -0.73 0.08
H 2.29 -4.69 -4.55 0.09
H 2.66 4.62 -2.02 0.10
C 6.53 6.28 -6.50 -0.11
N -1.51 -3.56 -4.45 0.24
H 3.47 -2.31 -5.68 0.07
H 8.26 -9.84 1.98 0.10
O 1.97 0.58 -0.84 -0.27
H 5.36 -0.10 2.56 0.09
H 0.10 5.05 -4.02 0.09
H 6.11 7.09 -4.59 0.11
H -5.64 2.86 -2.09 0.06
C 1.91 -2.98 5.97 -0.21
S -5.76 1.33 -4.56 0.37
H -4.43 4.95 -2.91 0.08
H 0.45 4.79 1.05 0.14
O -1.39 -0.07 -8.15 -0.27
O -8.61 -0.65 -3.84 -0.29
F 6.33 -6.81 -0.57 -0.21
H -2.41 1.91 3.17 0.06
O 0.90 -1.69 -0.90 -0.25
H -0.25 -5.06 1.01 0.10
C 1.92 -0.22 3.64 -0.24
H 5.01 -3.01 -5.75 0.08
H -2.77 5.56 -2.95 0.05
H -1.14 -6.90 1.45 0.08
C -8.68 1.01 4.11 -0.10
C 3.39 -0.68 3.44 -0.24
C -4.88 -1.94 1.19 -0.24
H -8.30 0.73 0.45 0.09
F 5.16 -2.67 1.16 -0.21
F -9.10 1.68 -3.90 -0.19
C -3.39 4.71 -2.68 -0.08
C -2.74 2.71 5.23 -0.08
H 0.37 -1.31 6.30 0.08
H 3.84 -0.91 4.40 0.10
C 6.10 -0.01 -0.34 -0.11
H -3.19 2.37 -1.36 0.10
H 7.38 5.64 -6.27 0.07
H -3.01 -3.72 -1.94 0.09
H 2.46 -1.86 8.86 0.08
C 2.00 3.76 -2.11 -0.24
H -3.52 6.70 2.58 0.10
C 4.49 -2.14 -5.34 -0.11
F -2.28 0.00 -4.00 -0.19
H -2.86 -1.79 0.71 0.06
H -3.12 -2.42 2.26 0.05
H 6.28 4.20 -4.28 0.09
H -3.71 5.05 2.40 0.09
H 2.72 -5.00 -2.86 0.08
H 5.02 0.09 -0.31 0.05
C -3.41 4.48 -1.15 -0.26
H 5.29 4.95 -3.05 0.09
H 6.57 -0.42 0.56 0.07
C -1.01 -3.38 -2.99 -0.25
C -2.99 5.77 2.77 -0.09
H -5.83 3.80 -0.65 0.10
H 7.71 1.48 -0.42 0.11
H -3.72 3.14 5.04 0.07
H 1.10 5.94 3.67 0.18
F -0.60 -2.18 -7.90 -0.20
O -8.06 0.73 -5.82 -0.26
C 1.99 -4.52 -3.51 -0.02
N -6.67 1.15 -3.43 -0.30
H 1.87 5.99 2.26 0.17
C -7.68 1.77 3.28 -0.27
C 0.22 5.51 -3.04 -0.08
H 6.41 -5.14 2.24 0.09
H 1.61 -3.29 2.73 0.09
C 1.85 -3.55 7.45 -0.23
C -3.50 -2.50 1.24 -0.11
H 1.19 2.71 1.71 0.07
C -7.84 1.29 -0.37 -0.23
S -1.22 0.24 -5.15 0.59
C -8.54 2.68 -0.70 -0.23
F -2.11 0.77 0.85 -0.21
C 5.56 -6.47 3.59 -0.27
H 3.97 0.53 1.74 0.09
O 7.02 -8.31 2.70 -0.20
H 4.42 -0.52 -6.81 0.12
H 3.99 -5.61 2.43 0.07
H -4.61 1.32 1.64 0.06
H 2.99 0.11 -4.88 0.11
H -3.52 2.88 0.24 0.08
C -1.17 -6.30 2.36 -0.11
H 0.66 4.81 -1.10 0.08
H -2.70 2.48 6.30 0.08
H 7.03 7.15 -6.90 0.08
H -6.47 -1.83 -0.27 0.11
H -10.36 3.14 1.29 0.06
H -3.35 0.95 4.18 0.09
H -2.93 5.77 3.86 0.09
C -5.41 -1.56 -0.23 -0.17
N 5.72 -4.81 0.36 -0.28
C 5.68 -7.71 2.65 -0.12
C 7.22 -9.49 1.96 -0.10
O -0.03 0.51 -4.38 -0.30
H 6.77 1.33 -2.50 0.11
H -4.10 5.25 -0.79 0.10
H -10.41 1.85 -1.53 0.11
H -5.04 -2.22 -1.00 0.10
H -10.74 1.43 0.96 0.06
H -1.11 -4.35 -4.94 0.16
C 4.35 0.29 2.73 -0.22
H 4.48 -2.38 -4.27 0.06
S 4.61 -3.59 -0.02 0.56
O 3.96 -6.49 -0.60 -0.30
H 4.24 2.88 -1.42 0.08
H 5.45 -7.54 1.60 0.11
C -10.05 2.59 -0.82 -0.24
C 0.58 -2.94 2.76 -0.26
H 2.80 -2.35 6.00 0.09
H -0.88 -6.95 3.19 0.08
H 0.84 -5.71 2.16 0.11
H -8.07 2.98 -1.63 0.09
H 0.75 -1.82 8.49 0.06
H 1.00 3.09 3.48 0.08
H -7.16 2.57 3.80 0.10
H 4.25 1.26 -2.06 0.07
H 3.42 -1.54 2.76 0.08
H -2.76 -2.22 -2.63 0.08
H -10.31 3.53 -1.31 0.11
H 2.04 3.13 -1.22 0.09
H -0.30 -2.55 -3.01 0.13
H 2.13 3.63 -4.41 0.10
O -1.74 5.72 2.11 -0.16
C -5.34 2.91 -1.05 -0.20
H -1.42 -3.70 3.00 0.09
H 4.11 2.12 -5.97 0.11
H 5.42 2.20 3.12 0.06
C 4.58 1.72 -5.07 -0.24
C 6.28 2.05 -1.84 -0.21
C -2.20 -3.03 -2.16 -0.06
H -1.14 0.68 5.58 0.10
H 4.25 -0.07 -3.80 0.09
H 1.08 -4.31 7.40 0.10
H 1.89 0.53 4.42 0.09
O -1.35 0.15 -1.17 -0.24
C -5.68 1.52 1.50 -0.28
C -0.25 -4.66 -2.52 -0.19
C -0.13 -5.23 2.08 -0.24
H -1.82 -1.35 4.39 0.11
C 5.25 4.42 -4.00 -0.23
H 7.05 -4.90 3.75 0.17
C 1.62 -2.48 8.54 -0.11
F -4.44 1.60 -3.78 -0.20
H 2.03 2.16 -3.48 0.08
N 0.20 -0.16 0.92 -0.26
N 0.95 5.94 2.67 0.25
H 5.88 -0.61 -5.75 0.10
C 0.62 4.38 -2.10 -0.28
H -11.86 2.57 0.42 0.07
H -8.15 0.39 4.82 0.08
H 3.39 -6.44 3.78 0.10
H -7.96 0.69 -1.28 0.07
C -1.11 -0.73 3.84 -0.26
S -0.61 -0.79 -7.14 0.38
H -2.07 3.56 5.04 0.03
C 4.80 -0.71 -5.81 -0.22
H 4.24 -4.85 4.03 0.08
O 3.26 -3.86 0.48 -0.31
H 2.68 -4.17 7.78 0.11
H -1.90 -2.75 -1.15 0.07
H 6.63 -10.32 2.33 0.09
C 4.78 1.51 3.67 -0.08
C 4.62 5.48 -5.06 -0.22
H 5.38 1.21 4.53 0.07
H -4.02 0.11 -0.66 0.07
C -1.01 4.54 2.52 -0.18
H -4.90 -1.06 1.83 0.08
H -0.65 6.01 -2.61 0.06
C 2.44 3.17 -3.48 -0.20
H 1.05 6.20 -3.18 0.07
H 4.99 7.50 -5.72 0.11
H 0.39 -2.54 1.77 0.07
H -0.33 -4.52 4.01 0.11
H -1.39 -2.72 -5.01 0.05
O -0.42 2.23 -0.11 -0.29
H 3.93 2.11 4.00 0.04
H -8.30 3.45 0.03 0.10
H 2.15 -3.81 5.31 0.09
O 0.68 -5.18 -3.44 -0.19
H 1.38 -3.03 9.45 0.07
C -3.81 3.07 -0.79 -0.24
S -0.77 0.79 -0.05 0.55
H 4.26 5.01 -5.97 0.11
H -2.98 3.93 -3.32 0.08
O 4.77 -2.78 -1.24 -0.26
H -1.37 3.58 2.14 0.13
H -5.76 2.59 1.70 0.09
C 0.44 4.65 2.13 -0.33
S 1.21 -0.48 -0.19 0.49
C -6.58 0.85 2.59 -0.22
P -6.03 1.32 -0.25 1.06
S -8.02 0.58 -4.35 0.64
H 5.98 5.76 -7.28 0.08
H 2.37 3.72 2.52 0.09
C 1.31 3.46 2.50 0.00
H 6.77 2.97 -2.16 0.09
H 6.26 -0.68 -1.18 0.08
C 6.62 1.42 -0.44 -0.24
H -3.37 -3.50 0.83 0.09
H 7.08 -9.39 0.89 0.09
C 0.63 -2.11 5.61 -0.25
H 1.72 0.40 2.77 0.05
H -7.09 -0.04 2.22 0.09
S 5.20 -5.69 -0.77 0.44
P 4.27 2.90 -3.73 1.02
C -2.44 1.56 4.20 -0.22
C 4.21 -5.79 3.48 -0.03
O 0.82 -0.49 -7.11 -0.30
C -0.39 -4.05 3.03 -0.24
O -5.36 0.14 -5.33 -0.30
H -0.18 3.67 -2.31 0.11
H -0.97 -5.46 -2.36 0.13
H -0.18 -2.82 5.79 0.09
H 1.93 -3.44 -3.35 0.08
H -0.97 4.55 3.61 0.11
H -2.19 -5.96 2.48 0.08
C 4.07 0.26 -4.82 -0.21
H 5.65 1.74 -5.26 0.10
N 6.69 -5.59 3.10 0.23
C 5.55 6.63 -5.40 -0.29
N -1.33 -1.30 -5.98 -0.27
H 0.28 -4.61 -1.57 0.13
F 2.35 -1.16 0.85 -0.24
H 3.76 5.95 -4.59 0.09
H -9.14 0.30 3.42 0.07
```

Calculated values
Charge = +2
Max |F| = 13.84 eV Å⁻¹
2S+1 = 1
Lowest unoccupied orbital energy = -0.179 hartree
Energy above the lowest of the compared OMol25 structures with the same formula, charge and spin = 0.00 kJ/mol
E = -250153.0005 eV